106
Properties=species:S:1:pos:R:3:forces:R:3 method="wB97M-V/def2-TZVPD" homo_lumo_gap_ev=6.93 total_energy_ev=-130234.771 lumo_energy_ev=-5.677 total_charge=+2 largest_force_ha_per_bohr=0.014
Ir -0.7206 -0.7870 -0.4501 0.35 0.64 -0.10
As 2.6194 3.6798 -0.7853 0.03 0.08 0.10
P 0.8222 -0.0334 1.2996 -0.26 -0.14 -0.26
Si 0.0546 -4.2403 -0.6579 0.06 0.06 0.01
N -1.8601 -1.2696 -2.0867 -0.15 -0.32 -0.04
N -2.4144 -0.5867 0.6567 0.33 -0.08 0.07
N -2.4984 -1.1677 1.8755 0.03 0.06 0.06
N -0.1486 -1.4542 -3.6127 0.04 -0.12 0.12
C -2.4107 -2.0668 -4.3198 0.01 0.01 -0.05
C -0.8567 -4.6040 -2.2521 -0.03 0.01 0.05
C -1.4409 -1.5661 -3.2962 0.00 0.13 0.15
C 0.8359 0.6269 -2.6867 -0.01 -0.12 0.05
C 1.3369 6.6724 1.8808 0.01 0.00 0.01
C 0.4466 -0.7477 -5.9531 0.01 0.00 0.00
C 0.3849 -1.8674 -4.9262 0.00 -0.03 0.04
C 0.5070 0.1399 4.1288 0.04 -0.03 0.00
C 0.0112 0.4468 2.8639 -0.03 0.04 -0.01
C -3.6257 -0.0649 0.4114 0.00 0.13 -0.03
C -0.3581 3.5759 -0.5844 0.02 -0.01 0.02
C -1.8138 3.6561 -2.5011 -0.05 -0.02 0.01
C -0.0718 0.6973 5.2633 -0.01 0.00 -0.02
C -1.6357 3.5806 -1.1230 -0.03 -0.04 -0.03
C -1.0376 1.3670 2.7565 -0.05 -0.10 -0.01
C 3.0492 4.4973 2.0010 0.01 0.00 0.01
C 2.8981 5.3245 3.1058 0.00 0.00 0.00
C 2.0608 -1.3141 1.6741 0.06 0.05 0.06
C -4.0084 0.6645 -0.8318 0.02 0.02 0.01
C 4.2618 -2.2166 1.2352 0.00 -0.03 0.02
C -4.4578 -0.3065 1.5078 0.02 -0.04 0.04
C -1.1257 1.5887 5.1455 0.00 -0.01 0.00
C 3.2688 -1.2836 0.9764 0.05 0.05 0.00
C 1.8628 1.5041 1.2196 -0.04 -0.06 -0.01
C 1.4858 5.8437 0.7779 -0.01 0.02 0.01
C 2.3350 4.7405 0.8304 -0.01 -0.02 -0.02
C 0.7992 -0.8916 -2.6627 -0.37 0.34 -0.07
C 4.0590 -3.2017 2.1903 0.01 0.01 -0.03
C -0.5387 -2.7004 0.2966 -0.17 -0.29 -0.13
C 1.8610 -2.3225 2.6186 0.03 -0.07 -0.02
C 2.8323 1.9083 0.1034 0.07 0.00 0.04
C 2.8528 -3.2584 2.8739 -0.04 0.00 0.01
C -4.0214 -1.5137 3.7918 0.00 0.00 -0.01
C -3.7050 -1.0048 2.4307 -0.06 0.06 0.00
C 0.7633 3.6326 -1.4119 0.00 -0.01 -0.04
C -1.6014 1.9342 3.8854 -0.01 -0.01 0.01
C 1.8889 -4.1297 -0.9808 0.03 0.05 -0.02
C 0.5709 3.7312 -2.7872 -0.04 0.04 -0.01
C -0.7085 3.7417 -3.3327 0.03 -0.01 0.01
C 2.0384 6.4113 3.0491 0.00 0.00 -0.01
C -0.3296 -5.6080 0.5548 0.07 0.02 0.04
H -3.4291 -1.9779 -3.9501 0.00 0.01 0.00
H -3.1480 1.0501 -1.3722 0.07 -0.01 -0.05
H 1.3621 -0.5111 4.2458 -0.01 0.01 0.00
H 2.1559 -3.3402 -1.6889 0.00 -0.03 0.00
H 1.1702 0.0176 -5.6774 0.01 0.01 0.01
H -4.5947 0.0211 -1.4917 0.04 0.02 -0.02
H 3.7471 3.6709 2.0676 0.00 -0.02 -0.03
H 0.0546 -6.5628 0.1900 0.00 0.00 -0.01
H -1.5249 -2.9951 0.6698 -0.07 0.06 -0.13
H 1.4304 3.8185 -3.4426 0.01 0.01 0.00
H -1.6707 -1.5524 2.2996 -0.01 0.02 0.02
H 0.1222 -2.6712 1.1631 -0.09 -0.09 -0.02
H 3.4639 5.1250 4.0064 0.00 0.00 0.00
H -4.6489 1.5057 -0.5704 0.01 0.01 0.01
H -2.3287 -1.5178 -5.2562 0.01 0.01 0.01
H 2.4218 1.3476 2.1484 0.01 0.12 0.00
H -3.9811 -2.6029 3.8218 0.00 0.00 0.00
H -0.5312 -3.9864 -3.0884 0.02 0.01 0.00
H -3.3124 -1.1208 4.5220 -0.01 0.00 0.01
H -2.4944 3.5789 -0.4629 -0.04 -0.01 0.01
H 0.6781 7.5289 1.8229 0.00 0.00 0.00
H -5.4844 -0.0003 1.6103 -0.01 0.00 0.00
H -5.0218 -1.2027 4.0803 0.00 0.00 0.01
H -0.2195 -2.6955 -5.2889 0.00 0.01 -0.02
H 0.5952 -1.3524 -1.6414 0.35 -0.30 0.25
H 1.3801 -2.2754 -4.7441 -0.01 -0.01 0.00
H 1.1719 2.3110 1.4548 -0.09 0.05 -0.08
H -1.9388 -4.5139 -2.1350 -0.01 0.02 -0.03
H 1.9262 7.0609 3.9067 0.00 0.00 0.00
H 3.4594 -0.5161 0.2368 -0.01 -0.09 0.07
H 5.1975 -2.1675 0.6947 0.00 0.00 0.00
H -2.4055 2.6515 3.7843 0.00 -0.01 0.00
H 0.1237 -5.4268 1.5320 0.00 0.00 0.00
H 3.8274 2.0095 0.5425 0.02 -0.07 -0.03
H 2.4335 -3.9363 -0.0544 0.00 -0.01 0.00
H 0.9339 -2.3847 3.1746 0.00 0.01 0.01
H 0.7543 -1.1570 -6.9145 0.00 0.00 0.00
H -0.1396 1.0680 -2.4639 -0.02 0.02 -0.02
H 1.5545 1.0097 -1.9709 -0.02 0.00 0.00
H 1.1292 0.9733 -3.6761 -0.01 -0.02 0.00
H 4.8372 -3.9221 2.4024 0.00 -0.01 0.00
H -1.4150 1.6478 1.7796 -0.01 0.00 -0.07
H -2.8510 -1.4369 -1.9860 -0.01 0.00 0.05
H -2.2141 -3.1205 -4.5244 -0.03 0.00 0.00
H -1.5649 2.0282 6.0311 0.00 0.01 0.00
H -2.8113 3.6928 -2.9211 0.00 0.00 0.01
H -1.4065 -5.7191 0.6970 0.00 -0.01 0.00
H -0.2433 3.6078 0.4911 0.03 -0.05 0.06
H 2.2581 -5.0711 -1.3932 0.01 0.00 -0.01
H 1.7786 -1.3262 -2.8651 0.02 0.05 0.06
H 0.9338 6.0673 -0.1277 0.01 0.00 0.00
H 2.6843 -4.0261 3.6173 0.01 0.00 0.01
H -0.6471 -5.6412 -2.5246 -0.01 -0.01 0.00
H -0.5242 -0.2701 -6.0857 -0.01 0.00 0.00
H 0.3208 0.4460 6.2393 0.00 0.00 0.01
H 2.9681 1.1610 -0.6748 -0.11 0.04 -0.08
H -0.8402 3.8427 -4.4020 0.00 0.00 -0.02